Entry from the OMol25 dataset: C4H2O2 in the gas phase (wB97M-V/def2-TZVPD).

Geometry as XYZ:
```
8
Properties=species:S:1:pos:R:3:forces:R:3:nbo_charge:R:1
O -2.489351 0.380339 0.926065 0.1 -0.4 -0.3 -0.4561
C -1.991060 -0.278789 0.045604 -0.2 0.2 0.3 0.3544
C -0.546024 -0.445137 -0.023819 0.6 0.3 0.0 -0.0547
C 0.651235 -0.284998 -0.067531 -0.6 0.0 0.0 -0.0344
C 1.990608 0.286182 -0.047065 0.4 -0.2 0.0 0.3545
O 3.030669 -0.311819 -0.149087 -0.5 0.2 0.1 -0.4560
H -2.584202 -0.729228 -0.766328 0.0 0.0 0.1 0.1472
H 1.938124 1.383447 0.082164 0.2 -0.1 0.0 0.1452
```
Forces are in eV/Å.

**Orbital gap**: 9.991 eV
**Relative energy (zero: lowest compared OMol25 entry of this formula, charge and spin)**: 10.7 kcal/mol
**Net charge**: 0
**SMILES**: O=CC#CC=O
**LUMO level**: -0.0363 Ha
**E**: -303.99275 hartree

***

Entry from the OMol25 dataset: C5H8S3 in the gas phase at a distorted geometry (wB97M-V/def2-TZVPD).

Geometry as XYZ:
```
16
Properties=species:S:1:pos:R:3:forces:R:3:nbo_charge:R:1
C 1.040654 0.303914 0.119763 -0.2 0.0 0.1 -0.5537
C -1.707413 0.764724 0.757702 0.0 -0.1 0.2 -0.5511
C -2.424747 -0.559706 0.524568 0.0 -0.1 0.1 -0.4087
C -1.631770 -1.515721 -0.373190 -0.2 -0.4 0.2 -0.4235
C -1.100261 -0.811858 -1.615983 -0.4 -0.5 -1.0 -0.5524
H -2.246027 1.385680 1.486520 0.1 -0.2 -0.2 0.2420
H -1.643392 1.337664 -0.161690 0.1 0.2 -0.1 0.2241
H -3.393106 -0.339290 0.051897 0.1 -0.1 0.2 0.2075
H -2.614361 -1.038332 1.494659 -0.1 0.1 -0.2 0.2172
H -2.286992 -2.369889 -0.669167 0.4 0.6 0.1 0.2239
H -0.801732 -1.961927 0.196929 -0.2 0.2 -0.2 0.2231
H -1.826188 -0.052822 -1.987189 0.5 -0.5 0.2 0.2155
H -0.969538 -1.570990 -2.442057 -0.1 0.9 0.8 0.2441
S 2.644627 0.438320 0.406489 -0.1 0.0 0.0 0.0053
S -0.041710 0.598472 1.466269 0.0 0.0 -0.3 0.3464
S 0.567244 -0.066680 -1.525699 0.0 0.0 0.1 0.3402
```
Forces are in eV/Å.

**Orbital gap**: 8.394 eV
**Relative energy (zero: lowest compared OMol25 entry of this formula, charge and spin)**: 0.5 kcal/mol
**Net charge**: 0
**SMILES**: S=C1SCCCCS1
**LUMO level**: -0.0024 Ha
**E**: -1389.86470 hartree

***

Entry from the OMol25 dataset: a gas-phase ion, C3H7O2 (charge -1) at a distorted geometry (wB97M-V/def2-TZVPD).

Geometry as XYZ:
```
12
Properties=species:S:1:pos:R:3:forces:R:3:nbo_charge:R:1
C -0.019139 0.452161 0.270738 1.0 0.5 0.1 -0.4467
C 0.819814 -0.513953 -0.531243 -0.2 -0.5 0.2 -0.0639
O 2.091558 0.040755 -0.909276 0.1 0.0 -0.1 -0.7456
C -1.403828 -0.094483 0.672404 0.0 0.4 0.2 0.0009
O -1.334768 -1.289887 1.255662 0.0 -0.1 0.2 -0.9469
H 0.560488 0.674939 1.177343 -0.1 -0.1 0.1 0.1781
H -0.004868 1.414438 -0.286118 -0.6 -0.1 0.0 0.1394
H 0.284893 -0.836067 -1.424253 -0.2 0.0 -0.3 0.1348
H 1.022040 -1.415448 0.051069 0.0 0.2 0.0 0.1950
H 1.883380 0.883249 -1.321185 0.1 0.1 0.0 0.4456
H -2.033080 -0.060902 -0.242417 -0.2 -0.1 -0.6 0.0569
H -1.866490 0.745201 1.287274 0.1 -0.2 0.1 0.0523
```
Forces are in eV/Å.

**Orbital gap**: 6.228 eV
**Relative energy (zero: lowest compared OMol25 entry of this formula, charge and spin)**: 51.4 kcal/mol
**Net charge**: -1
**SMILES**: [O-]CCCO
**LUMO level**: 0.1454 Ha
**E**: -268.95817 hartree